192
Properties=species:S:1:pos:R:3:forces:R:3 method="wB97M-V/def2-TZVPD" energy_ev=-87635.355 e_homo_ev=-12.6 total_charge=+4
C 11.523040 -14.556232 23.968949 -1.159 -0.880 -2.100
C 10.082148 -14.485610 24.402907 0.348 1.253 -1.442
N 9.129219 -14.573367 23.175505 0.035 -0.519 1.404
C 9.291786 -13.357936 22.314802 -0.350 1.596 2.167
C 9.328612 -15.806880 22.286479 0.974 1.541 1.020
C 8.267072 -15.855615 21.279657 -1.969 -0.321 0.208
C 7.776539 -14.572525 23.817296 -0.082 0.391 -0.252
C 7.358877 -15.876447 24.423529 -0.038 -1.392 0.633
O 8.097415 -16.160565 25.595588 -0.119 -0.283 0.822
C 7.631851 -17.226309 26.477222 -0.174 0.725 -1.284
H 12.062211 -14.453841 24.849161 1.541 0.087 1.403
H 11.766082 -13.753286 23.252352 0.135 -0.348 0.448
H 11.706141 -15.550798 23.471238 0.183 0.996 0.715
H 9.839511 -13.528155 24.867230 0.183 0.331 -0.379
H 9.833787 -15.147229 25.199547 -0.377 -1.216 -0.192
H 9.109164 -12.432711 22.946426 0.494 -1.148 -0.235
H 8.486653 -13.262810 21.617640 -0.077 -0.535 -0.864
H 10.305672 -13.323899 21.949288 -0.120 -0.091 -0.612
H 9.224402 -16.701160 22.874783 0.629 -0.160 0.621
H 10.348820 -15.646639 21.917340 -0.461 -0.487 -0.383
H 7.295983 -16.181579 21.744942 0.751 0.629 -0.483
H 8.521882 -16.660897 20.666299 0.438 -1.207 -1.452
H 8.110584 -14.978989 20.679551 0.031 0.194 -0.214
H 7.050091 -14.444886 23.035635 -0.350 0.736 -0.380
H 7.838751 -13.714720 24.509384 -0.667 -0.510 -0.182
H 7.498698 -16.694610 23.660367 -0.401 0.601 0.820
H 6.280495 -15.814929 24.647340 0.234 0.042 -0.112
H 7.817597 -18.179043 25.999584 -0.269 -0.350 -0.148
H 6.586929 -17.091351 26.762399 -0.073 -0.035 -0.289
H 8.207745 -17.198385 27.374525 0.582 0.304 0.477
C 0.206415 -11.746869 20.189257 1.191 -1.508 -0.974
C 0.672994 -11.324020 21.548655 -1.097 -1.508 0.560
N -0.262756 -11.814940 22.657485 0.488 0.472 0.360
C -0.374148 -13.301576 22.572473 0.602 -1.290 -1.849
C 0.412473 -11.664117 24.022893 0.418 -0.611 -0.709
C 0.776890 -10.308093 24.458821 -0.317 2.300 -2.182
C -1.572070 -11.103375 22.654640 -0.269 -1.440 -0.658
C -2.493902 -11.501466 23.799120 1.537 0.928 -0.848
O -2.170605 -10.713572 24.920649 -0.105 -0.864 -0.785
C -3.233820 -10.748822 25.840602 -0.219 1.191 0.702
H 1.115201 -12.152540 19.641595 -1.026 0.676 0.450
H -0.241937 -10.984838 19.570356 -0.332 0.126 0.054
H -0.427024 -12.645583 20.290231 -0.004 0.675 -0.389
H 0.867949 -10.316663 21.683517 -0.172 2.180 0.175
H 1.589394 -11.793551 21.770575 1.192 -0.780 0.322
H -1.121949 -13.782864 21.854065 0.682 1.285 1.151
H -0.530971 -13.580368 23.588483 -0.399 -0.979 0.284
H 0.641390 -13.672735 22.228172 -1.161 0.348 0.602
H 1.240793 -12.336613 23.884197 0.874 0.069 0.291
H -0.193137 -12.148496 24.760164 -0.761 -0.034 0.221
H 0.986083 -10.295679 25.476517 0.817 -0.282 1.836
H -0.079629 -9.592162 24.421576 0.541 -0.614 -0.316
H 1.629106 -9.875976 23.879099 -0.589 -0.321 0.580
H -2.045034 -11.396051 21.712950 -0.001 0.109 0.031
H -1.413780 -10.045439 22.627281 0.224 0.584 0.163
H -2.463913 -12.572557 23.971274 -0.086 -0.279 0.330
H -3.419734 -11.261807 23.335575 -1.529 0.266 0.385
H -4.109481 -10.259836 25.379814 0.086 -0.301 0.371
H -2.881131 -10.146057 26.689413 -0.410 -0.281 -0.131
H -3.465338 -11.757058 26.170982 -0.089 -0.189 0.017
C 8.319615 -4.966022 27.328145 -0.787 -0.096 2.911
C 8.388761 -5.451159 28.667307 -2.354 1.629 -3.275
N 8.374923 -3.715242 21.980562 -0.497 2.050 0.521
C 8.581742 -3.776102 20.467059 -0.407 -2.070 1.367
C 9.382876 -3.623112 22.762890 -0.622 -0.352 0.997
C 9.368619 -3.778738 24.263558 -0.754 -2.194 -1.417
C 6.968885 -3.458006 22.715727 0.564 -1.419 0.131
C 6.302740 -5.052204 22.677390 -5.838 5.159 0.738
O 6.089159 -5.608678 21.456941 1.242 -0.472 -0.209
C 5.220284 -4.792940 20.660078 -1.353 1.228 4.312
H 7.602564 -5.420617 26.560089 2.032 -0.121 0.779
H 15.716672 -3.132450 20.102474 -0.002 -0.017 0.023
H 8.656117 -3.901211 27.130076 -0.842 -1.243 0.417
H 8.097409 -4.755793 29.487623 1.962 -0.131 -0.383
H 8.110393 -6.470426 28.918955 -0.046 -0.040 -0.423
H 7.692130 -4.158384 20.068754 -1.438 -0.062 -0.466
H 9.244774 -4.580913 20.207875 0.623 -0.685 0.766
H 8.959051 -3.034690 19.828184 0.197 2.350 0.329
H 10.326700 -3.530454 22.308308 1.226 -0.138 -0.658
H 8.941950 -10.404178 26.043069 0.029 0.000 -0.079
H 10.367079 -3.787467 24.604465 1.075 -0.064 0.462
H 8.903786 -4.809158 24.454660 0.724 1.286 -0.070
H 8.811162 -3.095163 24.841270 -0.613 1.022 0.399
H 6.582089 -2.541678 22.236834 -0.272 -0.811 -0.090
H 7.183168 -3.168500 23.858266 -0.505 -0.887 -2.885
H 5.161331 -5.048348 23.347351 3.402 0.318 -1.784
H 7.007939 -5.278764 23.346135 2.734 -3.254 1.802
H 4.730917 -4.096995 21.490814 0.468 -0.986 -2.278
H 4.433841 -5.384719 20.256711 -0.249 -0.484 -0.742
H 5.790149 -4.194890 20.010939 0.336 0.621 -1.187
C 13.592163 -17.258413 16.158367 -0.719 0.123 -0.942
C 13.508945 -16.318320 17.344394 -0.466 1.147 0.571
C 14.898657 -16.040792 17.913231 -0.765 -1.034 0.178
N 14.982369 -15.303706 19.244204 -0.477 0.256 -1.224
C 16.428132 -15.274137 19.632475 0.615 -0.439 -0.120
C 16.916292 -16.707185 19.979842 -0.935 0.765 0.159
C 15.996334 -17.282982 21.062094 0.056 0.526 0.072
C 14.532187 -17.328104 20.545310 0.429 -0.255 2.315
C 14.045270 -15.938123 20.232061 1.578 0.577 1.338
C 14.530851 -13.904744 19.107854 -1.196 -0.075 -0.847
H 12.619870 -17.393965 15.627664 0.709 0.325 0.493
H 13.916475 -18.237521 16.428560 -0.015 -0.896 0.782
H 14.345014 -17.022365 15.429846 0.235 0.798 -0.552
H 12.876000 -16.830680 18.074719 0.018 0.347 0.097
H 13.063928 -15.312723 17.144913 -0.159 -0.993 -0.275
H 15.450523 -15.449280 17.207179 0.576 0.062 -0.281
H 15.307774 -17.040936 18.068209 0.549 0.516 -0.090
H 16.915727 -14.755425 18.780431 0.049 -0.730 0.403
H 16.586407 -14.594453 20.481364 -0.450 -0.293 0.009
H 16.905097 -17.361266 19.108763 0.416 0.116 0.052
H 17.892963 -16.611907 20.397310 0.919 -0.068 -0.074
H 16.344855 -18.270840 21.393834 -0.210 0.198 -0.325
H 16.096101 -16.629556 21.966105 -0.374 -0.413 -0.576
H 14.446423 -18.037533 19.773361 -0.115 -0.699 -1.351
H 13.984125 -17.798593 21.372689 -0.419 0.494 -0.217
H 13.065596 -15.708702 19.863196 -0.778 -0.523 -0.085
H 14.198968 -15.334868 21.155111 -0.261 -0.300 -0.433
H 15.155629 -13.296328 18.474010 0.447 -0.059 -0.094
H 14.458005 -13.542941 20.092382 0.359 0.875 1.218
H 13.496779 -13.844656 18.751471 0.229 -0.383 -0.218
C 6.771668 -17.124117 17.453408 0.128 0.762 1.943
C 5.725384 -16.351158 18.326935 1.855 -1.541 1.383
C 4.369453 -16.333384 17.770364 -2.021 0.559 -1.014
N 3.445226 -17.551463 18.018281 -0.182 0.944 -0.224
C 2.145049 -17.203497 17.213294 0.119 0.065 1.533
C 2.187868 -17.536480 15.728112 -1.012 -0.696 -0.250
C 2.350103 -19.107067 15.618668 -0.769 0.809 0.834
C 2.875727 -19.739432 16.919633 1.070 -0.017 -0.534
C 3.973038 -18.853540 17.562472 0.905 -1.542 -1.740
C 3.145548 -17.667107 19.500516 -0.700 1.245 -1.270
H 6.667233 -16.856809 16.443361 -0.171 0.537 -1.510
H 6.666408 -18.193323 17.491035 0.002 -0.438 0.295
H 7.792992 -16.859277 17.757831 -0.252 -0.115 -0.011
H 6.004433 -15.314220 18.479007 0.213 0.134 -0.273
H 5.740550 -16.711577 19.417587 -0.093 0.276 -1.513
H 4.337696 -16.206897 16.652634 0.324 -0.189 0.989
H 3.840849 -15.450125 18.199859 0.108 -0.911 -0.206
H 1.956845 -16.185534 17.528391 0.092 0.490 -0.564
H 1.365393 -17.736682 17.766565 -0.017 -0.343 -0.574
H 2.897087 -16.953338 15.113864 0.060 -0.367 0.638
H 1.192636 -17.277817 15.255451 0.962 -0.109 0.831
H 3.008461 -19.342545 14.829122 0.753 -0.281 -0.994
H 1.370140 -19.527757 15.371489 0.241 -0.042 0.040
H 3.276108 -20.777745 16.717159 -0.344 1.227 0.335
H 2.101126 -19.826243 17.649249 -0.748 -0.375 0.429
H 4.804585 -18.732653 16.832346 -0.757 0.320 0.381
H 4.412031 -19.405496 18.383054 0.074 0.214 0.433
H 2.624585 -16.746609 19.745119 -0.035 0.092 0.312
H 4.065963 -17.692533 20.057458 0.179 -0.350 0.115
H 2.475389 -18.499510 19.635540 0.085 -0.441 0.224
C 11.947667 -10.932724 14.665799 0.183 0.648 0.627
C 10.512494 -11.407487 14.433978 -0.144 -0.021 -0.332
C 9.673478 -10.877415 15.575995 0.734 -1.507 1.574
N 8.172860 -11.244173 15.665235 1.670 0.741 -0.951
C 7.976593 -12.724139 15.268909 -0.833 -0.870 0.585
C 6.617108 -13.304214 15.800994 0.526 1.554 0.936
C 6.264452 -12.876226 17.274844 -0.580 0.139 -1.558
C 6.446953 -11.342547 17.378838 -2.790 0.361 0.342
C 7.826120 -10.917891 17.089125 0.333 -2.750 -0.184
C 7.440389 -10.329281 14.679879 1.796 -2.017 -0.183
H 12.464995 -11.560434 15.405081 -0.057 -0.053 -0.427
H 12.030209 -9.897641 15.091269 -0.341 -0.701 -0.558
H 12.442909 -10.933575 13.701933 0.469 -0.102 0.110
H 10.530614 -12.519297 14.294080 -0.323 0.986 0.365
H 10.159845 -10.953350 13.517071 -0.051 -0.091 -0.501
H 9.774746 -9.797818 15.668898 -0.351 0.111 -0.304
H 10.168394 -11.291751 16.501093 -0.912 0.210 -0.658
H 8.798309 -13.384022 15.635586 -0.383 1.118 0.202
H 7.963914 -12.816353 14.169826 0.155 0.511 0.416
H 6.668670 -14.370485 15.683929 -0.047 -0.517 -0.114
H 5.788939 -12.899862 15.202634 0.216 -0.282 -0.109
H 6.674903 -13.439371 18.103964 1.234 0.252 -0.114
H 5.225324 -13.167918 17.424931 -0.413 0.501 -0.209
H 6.172267 -11.088743 18.396214 0.273 0.254 0.386
H 5.675743 -10.724412 16.788635 0.952 -1.186 0.426
H 8.453456 -11.612870 17.661328 0.330 0.380 0.084
H 8.090764 -9.913804 17.272868 0.107 1.205 0.125
H 6.439132 -10.644231 14.661566 -1.302 -0.404 -0.374
H 7.981109 -10.543621 13.741012 -0.729 0.541 0.191
H 7.479853 -9.308028 14.965569 0.397 0.815 0.401
C 11.194707 -12.369868 19.240294 -0.736 0.309 1.243
C 10.501070 -13.722297 18.862213 1.274 0.913 -0.478
O 10.801650 -14.759716 19.512458 -0.437 0.722 -0.466
O 9.750342 -13.528535 17.874486 -0.537 -0.975 0.168
H 12.044698 -12.427013 19.929210 -0.033 -0.118 -0.178
H 10.410877 -11.798651 19.775406 0.221 -0.233 0.124
H 11.395132 -11.689461 18.415488 0.334 -0.444 -0.379
B 4.701535 -14.034353 21.226593 0.456 0.339 -2.126
F 4.132181 -12.917188 21.790711 -0.280 0.497 0.258
F 4.013104 -14.378732 19.999851 -0.344 0.179 0.269
F 6.042182 -13.776768 20.791050 -0.045 0.214 0.461
F 4.665787 -15.108432 22.045919 0.095 -1.121 1.104